{"formula": "C28H52F9N7O10PS", "method": "ωB97M-V/def2-TZVPD", "e_tot_ev": -105362.747, "homo_energy_ev": -10.48, "charge": 1, "orbital_gap_ev": 8.04, "species": ["C", "C", "C", "P", "O", "O", "S", "N", "C", "O", "O", "C", "C", "C", "O", "N", "C", "C", "C", "F", "F", "C", "F", "F", "C", "F", "F", "C", "F", "F", "F", "H", "H", "H", "H", "H", "H", "H", "H", "H", "H", "H", "H", "H", "H", "H", "H", "H", "C", "C", "O", "N", "C", "H", "H", "H", "H", "H", "H", "H", "C", "C", "O", "N", "C", "H", "H", "H", "H", "H", "H", "H", "C", "C", "O", "N", "C", "H", "H", "H", "H", "H", "H", "H", "C", "C", "O", "N", "C", "H", "H", "H", "H", "H", "H", "H", "C", "C", "O", "N", "C", "H", "H", "H", "H", "H", "H", "H"], "xyz": [[1.27, -2.20, 0.53], [-0.15, -2.33, 0.97], [-1.01, -3.25, 0.50], [-0.55, -4.52, -0.72], [-1.82, -5.30, -1.36], [0.18, -3.75, -1.96], [0.67, -5.73, 0.09], [-2.24, -3.05, 1.15], [-3.48, -3.79, 1.04], [-3.69, -4.48, 2.27], [-2.53, -5.22, 2.55], [-2.05, -2.03, 1.97], [-3.14, -1.47, 2.85], [-3.84, -0.31, 2.08], [-4.17, -0.80, 0.77], [-0.82, -1.55, 1.92], [-0.22, -0.46, 2.69], [-0.43, 0.93, 2.04], [0.76, 1.91, 2.20], [0.28, 3.02, 2.83], [1.74, 1.44, 3.00], [1.37, 2.42, 0.87], [2.38, 3.28, 1.18], [0.43, 3.12, 0.23], [2.00, 1.33, -0.02], [2.82, 0.53, 0.67], [1.02, 0.60, -0.59], [2.86, 1.89, -1.23], [2.73, 0.96, -2.21], [2.38, 3.03, -1.71], [4.15, 1.96, -0.94], [1.33, -1.76, -0.47], [1.85, -1.61, 1.24], [1.74, -3.19, 0.44], [-2.51, -4.65, -1.58], [-0.52, -3.27, -2.45], [-4.35, -3.16, 0.87], [-3.45, -4.56, 0.26], [-2.08, -4.78, 3.30], [-2.71, -1.03, 3.76], [-3.88, -2.24, 3.10], [-3.15, 0.53, 1.94], [-4.75, 0.00, 2.61], [-4.37, -0.02, 0.24], [-0.74, -0.44, 3.65], [0.82, -0.74, 2.89], [-0.72, 0.84, 0.98], [-1.30, 1.38, 2.52], [5.02, -0.72, -7.00], [3.97, -1.70, -6.52], [3.41, -2.48, -7.28], [3.65, -1.69, -5.21], [4.18, -0.86, -4.14], [5.16, -0.85, -8.06], [4.70, 0.30, -6.81], [5.97, -0.91, -6.49], [2.94, -2.37, -4.97], [4.61, -1.51, -3.38], [3.35, -0.30, -3.70], [4.93, -0.17, -4.50], [-3.70, 5.36, 0.93], [-2.43, 4.81, 1.53], [-2.19, 3.61, 1.57], [-1.53, 5.70, 2.02], [-1.62, 7.15, 2.05], [-4.31, 4.53, 0.58], [-4.26, 5.92, 1.68], [-3.47, 6.01, 0.08], [-0.71, 5.26, 2.40], [-0.78, 7.57, 1.50], [-1.57, 7.48, 3.09], [-2.55, 7.51, 1.62], [1.97, 11.15, 3.75], [1.76, 10.26, 2.55], [1.18, 10.65, 1.55], [2.24, 8.99, 2.62], [2.95, 8.35, 3.71], [1.53, 12.13, 3.55], [1.48, 10.73, 4.63], [3.04, 11.29, 3.94], [2.06, 8.46, 1.78], [3.93, 8.02, 3.35], [2.39, 7.47, 4.04], [3.08, 9.02, 4.55], [-1.98, -2.70, -8.07], [-0.57, -2.64, -7.54], [-0.32, -2.18, -6.42], [0.42, -3.10, -8.33], [0.31, -3.67, -9.66], [-2.66, -2.29, -7.32], [-2.07, -2.11, -8.98], [-2.27, -3.73, -8.27], [1.34, -3.03, -7.92], [0.71, -4.69, -9.65], [0.90, -3.07, -10.35], [-0.72, -3.70, -10.00], [-0.19, -6.09, 6.27], [-0.62, -6.16, 4.82], [-0.37, -5.26, 4.02], [-1.31, -7.25, 4.42], [-1.70, -8.41, 5.21], [0.35, -5.16, 6.43], [-1.06, -6.11, 6.92], [0.47, -6.92, 6.50], [-1.56, -7.23, 3.44], [-1.27, -9.30, 4.76], [-2.79, -8.50, 5.18], [-1.38, -8.32, 6.24]], "mulliken_charge": [-1.84, 0.08, 0.44, 0.62, -0.55, -0.40, -0.35, 0.72, -0.44, -0.33, -0.31, 0.21, -1.23, -0.09, -0.51, 0.68, -1.85, -0.93, 0.92, -0.33, -0.32, 0.36, -0.35, -0.27, 0.82, -0.28, -0.32, 0.57, -0.32, -0.23, -0.24, 0.30, 0.37, 0.52, 0.41, 0.32, 0.14, 0.54, 0.31, 0.50, 0.41, -0.02, 0.41, 0.29, 0.41, 0.72, 0.59, 0.60, -1.33, 0.81, -0.69, -0.06, -0.91, 0.30, 0.37, 0.37, 0.16, 0.27, 0.41, 0.34, -1.55, 0.92, -0.55, -0.03, -0.95, 0.28, 0.40, 0.39, 0.11, 0.30, 0.27, 0.40, -1.25, 0.81, -0.64, -0.15, -0.84, 0.30, 0.33, 0.37, 0.20, 0.30, 0.25, 0.33, -1.36, 0.87, -0.66, -0.04, -0.92, 0.28, 0.37, 0.37, 0.19, 0.29, 0.29, 0.36, -1.51, 1.02, -0.67, -0.03, -0.92, 0.31, 0.40, 0.39, 0.16, 0.31, 0.30, 0.35]}